Entry 1:
Below is a molecular structure, C34H43BCaN7O3S4Se, with properties calculated with the ωB97M-V functional and the def2-TZVPD basis.

Values from the calculation:
Energy above the lowest of the compared OMol25 structures with the same formula, charge and spin (kcal per mole): 13.43
HOMO-LUMO gap (eV): 6.8
Total charge: -1
E_HOMO (eV): -4.56
LUMO energy (eV): 2.25

Element x y z (Å)
O  -6.02031  0.34217  2.41066
H  -2.38892  -4.08182  -3.16456
H  -1.10269  -5.03991  -5.71157
C  0.28281  6.65416  1.26345
H  0.55847  -5.30976  -5.20613
C  0.28263  4.46914  -0.51373
H  5.29546  -0.01759  1.51956
C  -5.06195  2.39908  1.07082
H  4.62945  0.76347  -2.80534
H  6.52880  0.53629  -0.95026
H  -2.76824  5.44467  0.74736
H  -0.34758  5.89486  -1.98166
H  -3.29792  -0.07852  3.27435
C  3.83361  -1.61119  1.21389
N  -4.53512  0.00447  0.39550
C  -0.49150  -3.68231  -4.16122
C  -0.78425  -3.66811  2.61685
C  4.51466  -0.48793  0.95633
O  -2.37135  0.45424  -0.16253
H  4.86634  2.49136  -2.48087
C  4.52808  1.36315  -0.71389
H  2.01833  -4.72156  -3.99079
N  -0.75084  -2.29099  2.75166
Se  0.29720  3.01740  -1.74737
H  2.68489  -3.93644  0.70246
C  -1.72020  -1.51222  3.58208
N  2.90902  -1.79290  0.21211
B  1.97805  -3.02585  0.32198
H  4.01517  2.29435  1.18014
C  -4.70401  4.72198  1.34631
C  -0.06656  5.75196  -0.94597
H  6.44106  2.30287  -0.93438
C  -2.93948  3.33260  0.45167
C  4.29020  1.60661  -2.20255
H  -1.68791  -0.26051  5.32660
C  -0.06600  6.82769  -0.07076
C  0.07754  -2.59581  -5.07555
H  -3.43175  -1.89168  4.78762
H  -2.26716  -3.21461  4.84286
S  2.04500  -0.58219  -2.07961
C  0.21718  -4.01395  1.79276
H  -0.22784  -0.12704  4.33531
C  0.28591  -1.81022  2.00793
H  0.89960  5.22656  2.74460
S  0.76078  -0.16374  1.87035
H  -1.82690  0.27708  2.35196
C  -2.47845  -0.51852  2.70342
C  -3.78421  2.24755  0.57567
H  3.27109  -4.41423  -1.59221
C  3.84548  2.45105  0.11217
C  3.00009  -0.76158  -0.66557
C  -2.73690  -2.47801  4.18823
C  6.04417  1.39496  -0.48185
H  -2.90935  -1.02182  1.83657
H  0.06687  -1.63426  -4.56104
H  3.91338  -2.30319  2.03300
H  6.31178  1.42082  0.57393
C  0.63292  4.30821  0.83067
Ca  -0.31869  0.35220  -0.69991
H  -3.31708  -2.98659  3.41721
H  -0.52862  -2.51752  -5.97950
S  -1.08238  -2.42524  -1.01219
C  -0.97203  -0.81881  4.72091
H  0.89962  3.32337  1.19799
N  0.87283  -2.86756  1.40256
H  -5.05426  5.70302  1.64285
C  2.28097  -4.13170  -1.90202
H  3.24563  1.79848  -2.42028
C  0.63095  5.38543  1.70654
C  -1.96167  -3.38294  -3.88137
H  -1.52204  -4.28208  3.09289
H  2.77447  2.45343  -0.09051
H  -1.94675  3.21368  0.03833
C  -5.55294  3.62412  1.46804
S  -5.80482  0.78173  1.05335
C  -3.41344  4.57951  0.84302
C  -0.43748  -5.05174  -4.84820
H  0.28136  7.49439  1.94667
H  1.10722  -2.81380  -5.36379
H  -2.11641  -2.38090  -3.50087
N  1.41841  -3.48838  -1.04244
H  -0.47843  -1.55588  5.35888
C  -3.51427  0.81504  0.22152
H  -2.49220  -3.48570  -4.83095
H  -0.34567  7.81007  -0.43373
N  0.38578  -3.74688  -2.95415
C  1.66236  -4.28189  -3.07961
C  0.25861  -3.22685  -1.69312
N  4.02025  0.04099  -0.22740
H  -0.77564  -5.83085  -4.16352
H  4.23537  3.43232  -0.16507
O  -6.94617  0.76954  0.17600
H  0.50690  -4.97833  1.41576
H  -6.55840  3.72607  1.85468

---

Entry 2:
Below is 14 unconnected molecules or ions with the total composition C47H80Cl2O39 in a non-equilibrium geometry, with properties calculated with the ωB97M-V functional and the def2-TZVPD basis.

Values from the calculation:
HOMO-LUMO gap (eV): 10.0
E_HOMO (eV): -9.99
LUMO energy (eV): 0.03

Element x y z (Å)
C  -0.19458  0.52461  -0.16584
O  0.59558  2.88696  4.68385
O  -3.82237  1.93773  -2.58293
C  -1.21610  1.26925  -0.98962
H  3.01059  0.87474  2.41550
C  -0.38263  -1.71789  5.62384
C  -3.93811  -2.33197  6.28203
H  3.40166  4.91058  6.57479
C  0.44374  -1.14919  6.74912
H  6.97897  4.84992  0.42672
C  -2.15444  -8.29697  -1.20209
H  2.96762  2.64428  -3.58606
H  2.66912  3.02520  -1.91817
O  -0.99724  -0.57640  5.07017
C  -4.06749  3.77417  0.54007
C  1.85950  4.77748  1.12532
H  -2.69367  -8.78228  -2.01560
O  -4.67091  -3.52925  -6.54711
O  -3.70817  5.40471  -1.07864
H  -4.16899  3.07359  -4.27793
C  2.22331  -2.80741  -1.90766
C  1.69612  1.07389  -6.94502
H  -4.17496  3.77697  1.62475
H  -1.08709  -8.33236  -1.42025
O  2.64171  -3.93871  -1.40201
C  -2.50305  4.92273  -0.62526
H  -0.23047  -0.53987  -0.39755
O  2.21290  3.18996  6.18629
C  1.16971  3.78337  5.59331
C  -3.60645  2.18730  -3.98446
C  5.07694  3.36766  -0.77744
O  -3.39480  -3.44706  6.10530
H  -1.35831  -0.64246  -4.98309
H  1.29309  0.37840  -7.68120
C  1.31313  6.96330  0.39229
O  5.29270  2.00355  4.26351
O  -0.61924  -6.19168  0.00103
H  -1.41845  -3.69061  -4.54477
C  -0.36699  3.30745  3.77985
O  4.86382  2.03753  -0.91952
C  5.82289  -0.30663  -8.92624
C  -4.10358  0.96873  -4.74166
H  1.41659  -1.01981  6.27485
O  3.01824  1.28413  -7.40083
C  -4.79617  -0.96868  3.03283
C  -3.56212  -3.42959  -1.50523
H  1.75539  0.61137  -5.95980
H  0.90872  2.76122  -8.07625
H  1.53091  -3.74418  1.07898
C  1.90523  -4.39633  1.86808
H  -2.55185  2.35817  -4.20062
H  -1.13422  -2.37164  6.06634
H  0.01186  2.38601  -6.65274
H  0.69660  -6.29526  2.14366
C  -3.88712  -2.44315  8.69818
H  -4.34560  2.77343  0.20948
O  -5.04707  0.42229  -3.75208
H  5.39906  -0.66295  -9.86512
C  1.02626  2.41073  -7.05085
H  -2.24566  1.02140  -0.73141
H  -4.49123  -2.88762  -1.68166
H  3.79290  2.34095  1.70838
O  -2.88098  -2.78121  -5.51911
O  -1.69063  1.46067  5.95484
H  -4.32109  -3.44302  8.70175
H  2.00201  1.56749  -2.52053
H  0.97703  7.24603  -0.60531
O  2.26604  -3.85680  5.12779
H  -4.86328  -5.09044  -7.94982
H  -5.49708  -0.15331  3.21173
H  -3.33517  0.24296  -5.00797
H  3.75412  2.06183  7.76856
H  -0.91433  -2.86779  -6.13387
O  4.94482  0.65786  -8.25383
O  -4.33432  -1.50191  5.33350
O  1.84273  3.56686  1.32508
C  -5.38983  -4.24954  -7.49844
O  0.72273  4.88923  5.85293
H  0.62042  -1.73655  7.65017
C  -3.29898  -3.54800  -6.51174
H  -2.86955  -2.37065  9.08211
H  5.28411  5.57126  0.58624
C  -1.79435  -6.01903  -0.34519
O  0.79846  5.70132  0.95167
O  3.14954  -0.88750  -8.14101
H  -5.72559  -2.44273  4.00911
O  -2.67956  3.98643  0.24526
H  2.26448  -5.48695  -2.75510
H  0.81176  0.91343  -0.32135
H  6.04434  -1.15108  -8.27358
O  3.01579  5.42342  0.93121
H  0.96094  7.70199  1.11231
C  2.74432  6.79567  0.66668
H  -5.78958  -3.62351  -8.29617
H  -0.01940  4.16036  3.19691
H  4.84922  2.64381  6.61806
C  3.63820  0.20032  -8.01167
O  -2.63913  -4.16386  -7.31903
C  4.21832  1.55296  -2.09032
C  1.84729  -5.06822  -1.83928
H  6.11201  4.72926  1.96347
H  -5.40394  4.16295  -1.03820
H  -3.71312  -3.86949  -2.49102
H  -0.21749  -1.77105  -4.04537
H  -5.37495  5.44427  0.18563
H  -4.02206  -2.74006  3.63883
H  -0.54386  2.53557  3.03084
H  -6.30275  -4.66098  -7.06788
H  -3.94789  -3.71622  0.59355
C  -1.20185  -1.59653  -4.47974
H  4.95433  1.70775  -2.87926
O  -5.00185  0.37731  -1.41703
H  -1.31798  3.45792  4.29079
C  -4.76404  4.72125  -0.35486
O  -2.40244  -4.82729  -0.00045
O  7.18097  1.28097  3.49577
H  -4.97371  -1.54313  2.12366
H  -1.01867  2.33823  -0.90952
C  0.66770  -5.22750  2.36080
H  -4.43822  -5.14359  -0.25913
C  -4.71968  -2.02928  4.08180
H  -4.50564  -2.07864  9.51833
C  1.76624  -4.13931  4.05089
O  -4.17314  -1.74261  7.48167
H  0.01452  -4.13388  -1.01630
H  4.20177  0.46310  -2.08585
H  -0.18124  -4.82382  -2.62059
O  5.30293  3.62265  0.50519
H  -2.66676  -2.81330  -1.58653
H  0.20960  -2.14963  4.81702
C  6.02914  1.46352  3.38105
C  3.94950  2.24217  3.79837
H  -2.34323  -8.86648  -0.29207
O  -0.11286  0.09128  7.03148
C  -3.70963  -4.33299  -0.27302
H  2.52757  4.25572  7.94786
Cl  -0.59993  0.60987  1.58534
C  -4.64536  0.88618  -2.46766
H  2.74492  -4.87986  1.36884
C  0.52166  -4.30983  -1.96496
Cl  -0.96211  0.87239  -2.69410
C  3.02775  3.98730  7.01734
H  3.35502  7.23876  -0.11998
O  5.26290  1.02887  2.32013
C  2.88752  2.19877  -2.59450
C  -1.54738  -2.86660  -5.24654
C  4.17092  2.99705  7.39474
O  5.26645  4.17363  -1.70509
H  3.13572  7.32414  1.53594
O  0.83007  -5.11643  3.79504
H  6.76034  0.16211  -9.22553
H  3.17917  1.79166  4.42426
H  1.79349  -5.74349  -0.98532
H  -0.29476  -4.80369  2.07412
H  -4.75814  1.21861  -5.57666
H  4.83089  3.37754  8.17434
H  -1.73308  -1.50079  -3.53277
H  3.69953  3.29454  3.66371
O  -1.40582  5.32187  -0.99088
O  -2.61124  -6.88625  -1.04422
H  1.45578  3.24289  -6.49306
O  0.99020  -2.99186  -2.38809
O  2.22467  -3.58534  2.91876
O  2.77686  -1.67568  -1.99869
C  -1.02148  0.41241  5.97715
H  -3.80779  -0.51092  2.99207
C  5.99025  4.79549  0.88232
C  3.85411  1.56297  2.46937

---

Entry 3:
Below is a molecular structure, C46H43N7OTi, with properties calculated with the ωB97M-V functional and the def2-TZVPD basis.

Values from the calculation:
Energy above the lowest of the compared OMol25 structures with the same formula, charge and spin (kcal per mole): 49.77
HOMO-LUMO gap (eV): 5.5
Total charge: +2
E_HOMO (eV): -11.93
LUMO energy (eV): -6.41

Element x y z (Å)
C  -2.27397  2.28415  -1.57718
H  -0.21409  1.78530  -2.05996
H  -5.42906  2.20350  0.66906
C  0.94208  -3.04225  -0.53860
C  3.29139  -3.50369  -0.30637
C  -0.78112  -4.85733  -0.04923
C  1.18372  4.31719  12.67022
H  -0.92653  -5.79512  -0.58496
C  0.36816  3.02821  10.84841
H  -0.78165  3.32154  -2.72457
C  1.41459  -0.04337  -4.22241
C  1.92180  0.20741  -5.48585
C  1.69479  2.06137  0.56568
C  -0.21344  -0.31203  -6.43743
H  -2.87908  4.27640  -2.06371
N  -1.75283  0.00326  -0.92961
N  -0.30484  0.73373  6.34813
H  -2.41740  -3.06388  3.61865
H  1.99043  4.33341  10.28088
H  3.80452  -5.53004  0.15726
C  -4.24610  3.35361  -0.69554
H  -0.99213  -5.05722  1.00383
H  1.49627  0.27565  -7.58907
H  -3.15028  0.10514  -3.46487
H  -0.95683  -2.90766  -3.99490
H  -1.74225  -2.58415  1.27402
H  -3.80151  -0.97214  -2.23146
C  -1.07982  2.30023  -2.49592
H  1.92049  2.07831  -0.49408
C  2.20765  3.03987  1.41448
C  0.36960  2.23974  8.16836
H  3.39731  -1.09705  -1.63025
C  -0.90870  -3.18400  -2.94337
C  0.61879  1.01406  2.32899
C  1.09452  1.96147  3.25718
H  0.93816  4.40893  13.72278
Ti  -0.12205  -0.35565  -0.22381
C  -4.02316  -0.10467  0.84699
C  -2.60003  1.14155  -0.83665
C  0.70792  1.76306  4.60576
H  -1.65582  -1.51872  5.43989
C  1.26780  3.19762  8.62716
H  2.22146  3.99484  12.56720
C  -0.57341  -0.25904  4.07645
H  2.95298  0.51424  -5.59890
H  -1.75620  -0.87313  -5.08416
N  -0.33308  -0.66457  -2.70160
H  -1.81677  -3.72541  -2.68278
H  -1.23225  1.63330  11.10449
H  -3.84708  -1.03940  0.31336
H  2.30641  3.74887  3.42053
H  1.45890  -6.28141  0.26939
H  1.47298  3.31876  5.85185
C  -3.11182  3.38797  -1.49001
C  -0.53390  1.67107  9.07843
H  2.83622  3.81830  1.00706
C  -2.98069  -0.83075  -2.93319
N  0.96913  2.45311  5.75840
C  1.10666  0.07454  -6.60080
H  -2.99959  -1.65724  -3.63855
C  -1.42134  -1.94697  2.08638
C  1.90972  2.99350  2.75451
C  0.33712  1.80237  6.78882
H  -1.23133  0.92342  8.72710
C  1.68524  -5.24977  0.02965
H  4.32123  -3.16818  -0.33274
C  -0.72452  -0.57351  -5.17295
H  1.80703  -0.56240  -1.25020
C  0.63623  -4.36950  -0.20416
C  -1.38073  -1.35955  4.40540
C  2.27262  -2.59755  -0.56654
C  -0.08827  0.70062  5.01306
H  -4.89828  4.21544  -0.65044
C  2.64136  -1.16042  -0.84645
C  -1.69404  -0.79296  -2.15314
N  0.91908  1.07694  1.00875
N  -0.08949  -2.09880  -0.79484
C  0.09192  -0.44504  -4.05411
C  -0.53777  2.05929  10.39342
H  3.04823  -0.66741  0.03811
H  2.04614  0.07900  -3.35242
N  -0.66007  -0.91336  1.75731
O  0.29053  3.34098  12.14568
C  -4.54723  2.21910  0.04101
H  -5.05714  -0.09241  1.18562
C  3.00313  -4.82738  -0.02566
C  -0.73796  -1.95915  -2.08801
C  -1.79740  -2.20504  3.40519
C  1.27515  3.59494  9.95190
H  2.00118  3.63910  7.96058
H  -0.05398  -3.84703  -2.81537
C  -0.22245  -0.07399  2.73590
H  -0.85771  -0.41355  -7.30033
H  -1.29235  1.79745  -3.44338
C  -3.72855  1.09880  -0.00733
H  1.04406  5.28199  12.17936
H  -1.51285  -4.13872  -0.41067
H  -3.38565  -0.10848  1.73511

---

Entry 4:
Below is C9H10OS in the gas phase in a non-equilibrium geometry, with properties calculated with the ωB97M-V functional and the def2-TZVPD basis.

Values from the calculation:
Energy above the lowest of the compared OMol25 structures with the same formula, charge and spin (kcal per mole): 82.92
HOMO-LUMO gap (spin up / spin down) (eV): 7.1 / 7.1
E_HOMO (spin up / spin down) (eV): -8.45 / -8.45
LUMO energy (spin up / spin down) (eV): -1.34 / -1.34

Element x y z (Å)
H  -3.41876  -0.32901  0.62990
H  2.73201  0.68522  0.36427
C  -0.07642  0.04365  0.00386
O  0.24833  -1.04673  -1.03205
H  -1.21672  -1.48669  1.06411
H  3.18353  -0.55130  -0.95918
H  1.03068  -1.60570  1.95816
C  2.43363  0.03973  -0.51796
C  -1.54232  1.88663  -0.84977
S  0.12213  3.01064  0.82615
C  1.45894  -1.86379  0.89338
C  -0.34001  1.57885  -0.12359
C  -2.50275  -0.08313  0.21091
C  -1.30362  -0.52849  0.64144
H  -3.54041  1.46429  -1.08793
C  1.21178  -0.67943  -0.00560
H  2.31943  0.62236  -1.38718
H  2.51512  -2.13811  0.87328
H  -1.73086  2.65425  -1.52598
C  -2.58702  1.08176  -0.61098
H  1.00330  -2.75499  0.63474

---

Entry 5:
Below is a molecular structure, C5H10O, with properties calculated with the ωB97M-V functional and the def2-TZVPD basis.

Values from the calculation:
Energy above the lowest of the compared OMol25 structures with the same formula, charge and spin (kcal per mole): 33.80
HOMO-LUMO gap (eV): 10.5
E_HOMO (eV): -9.53
LUMO energy (eV): 0.93

Element x y z (Å)
C  0.65686  -0.28348  -1.36213
H  1.73725  1.04508  1.00780
H  -0.57341  -1.98212  0.38760
H  0.39149  2.18701  0.71545
C  -0.14589  -1.13936  0.93114
C  -1.21753  0.36375  -0.86665
H  1.57546  0.18784  -1.73484
C  0.64642  1.15424  0.95222
H  -1.97346  -0.43028  -0.76598
H  -1.72870  1.33454  -0.86167
H  -0.79698  -0.87310  1.77333
H  0.75189  -1.37390  -1.48627
H  0.30372  0.96650  1.98179
O  -0.48009  0.19766  -2.07666
H  0.82070  -1.42603  1.36634
C  0.03226  0.07165  0.03852

---

Entry 6:
Below is C4H8O in the gas phase, with properties calculated with the ωB97M-V functional and the def2-TZVPD basis.

Values from the calculation:
Energy above the lowest of the compared OMol25 structures with the same formula, charge and spin (kcal per mole): 73.97
HOMO-LUMO gap (eV): 9.2
E_HOMO (eV): -8.40
LUMO energy (eV): 0.79

Element x y z (Å)
H  -1.67596  -1.46445  -0.15567
H  -1.57427  0.96972  0.39409
H  -0.73679  -1.32681  1.34667
H  -0.57314  1.81515  -0.79162
C  -0.66372  -1.41949  0.25796
H  -0.14696  -2.35339  0.02002
H  0.00825  1.58586  0.86307
C  2.35750  0.56849  0.05137
C  0.07581  -0.23152  -0.32413
H  1.86295  1.43438  -0.47897
C  -0.54790  1.11542  0.04684
H  0.15721  -0.33967  -1.41074
O  1.45701  -0.35370  0.18111

---

Q: What is the formula in the sixth record?
A: C4H8O